79
Properties=species:S:1:pos:R:3 method="wB97M-V/def2-TZVPD" spin_multiplicity=3 orbital_gap_ev="6.86 / 7.02" total_charge=+1
Sb 2.27614 1.16199 -1.41211
Br -3.61221 -5.96255 4.55140
V -0.44090 1.75026 0.33590
S 0.42744 2.55456 -1.66583
F -0.31271 4.82205 4.64913
F -0.87344 2.05845 4.87344
F -1.57161 1.13893 3.02948
F 1.39541 3.84867 3.74099
F 0.37201 5.42670 2.68611
F -2.93144 3.13931 1.94028
F -2.79168 3.75275 4.00907
F 0.53343 1.40486 3.36707
F -2.25671 5.12647 2.42693
O -0.32421 3.14131 1.53456
O -0.01438 -0.08273 0.26557
N -4.27385 -3.12819 -1.64452
N -2.23749 1.10238 -0.43695
N -4.80110 -4.10300 -1.10174
C 3.39311 0.12184 2.67481
C -4.30335 -4.03857 2.58195
C 6.07157 2.53757 -3.02345
C -4.54795 -3.59507 1.29399
C 5.09461 2.00523 -2.19467
C -4.19789 -5.83227 0.45823
C 0.43939 -2.05136 -3.64112
C -3.91863 -6.27010 1.74149
C 2.13346 -3.10676 -2.29642
C 2.48219 -1.87609 -1.75858
C 1.11344 -3.19392 -3.23398
C 1.80188 -0.73557 -2.16801
C 3.50792 2.36517 1.03209
C 5.72115 3.07072 -4.25529
C -3.19763 -2.40878 -1.05340
C -1.00379 -0.88453 -0.15655
C -2.20565 3.85746 2.81986
C -0.73563 3.33679 2.82747
C -3.97057 -5.36814 2.79386
C 2.96586 1.16934 0.56253
C -4.47270 -4.48952 0.23044
C -4.45608 -0.26590 -1.40424
C 3.76829 2.01457 -2.60992
C 3.99283 2.43051 2.32834
C -4.45855 1.10245 -1.29076
C -2.01792 -3.00516 -0.68072
C 2.89247 0.04885 1.38419
C 3.41177 2.55054 -3.84262
C -2.21312 -0.25698 -0.54703
C 0.19464 4.38853 3.49459
C -3.32612 1.75794 -0.79234
C 3.94207 1.30744 3.14302
C -0.91778 -2.25109 -0.23268
C -3.31218 -0.99314 -1.01822
C 4.39442 3.07786 -4.66551
C -0.65708 1.97802 3.57312
C 0.78096 -0.81711 -3.10801
H 6.48495 3.48615 -4.89881
H 4.40497 3.35791 2.70208
H 2.42244 -0.86162 1.03589
H -0.35412 -2.11917 -4.37340
H -1.92749 -4.08225 -0.72959
H -4.20076 -6.52353 -0.37399
H 2.37554 2.57192 -4.16106
H 4.32380 1.36051 4.15391
H 3.29031 -1.81893 -1.03836
H 3.54778 3.24419 0.39765
H -4.37243 -3.35782 3.41889
H 3.34192 -0.74490 3.31988
H -3.68372 -7.30845 1.92773
H 0.23797 0.07044 -3.41342
H -3.30580 2.83531 -0.68641
H 0.00023 -2.74745 0.05195
H 4.12430 3.49785 -5.62492
H 0.84608 -4.15535 -3.65195
H -5.31962 1.68681 -1.57965
H -5.31708 -0.79534 -1.79112
H 5.37365 1.59171 -1.23221
H 7.10531 2.53629 -2.70514
H -4.81462 -2.56026 1.12269
H 2.66427 -3.99700 -1.98587

78
Properties=species:S:1:pos:R:3 method="wB97M-V/def2-TZVPD" orbital_gap_ev=7.43 total_charge=+1
Au -0.35230 0.56491 -2.41456
P -0.17408 0.13800 0.55983
F -1.14300 -6.48219 -0.27675
F 1.01229 -6.50143 -0.05429
F -3.00171 2.45362 6.14646
F 5.70540 3.16420 1.80951
F 0.12463 -5.87993 -1.92672
F -4.76091 2.43517 4.88855
F 5.24977 2.40363 3.78549
F -4.18481 0.65072 5.97350
F 6.20444 1.12221 2.32929
O 1.61825 0.53945 -2.43002
O -0.25691 2.54001 -2.14280
N -2.33181 0.54364 -2.38976
N -0.54966 -1.32522 -2.97677
C 1.12060 -2.31972 0.18708
C -2.85846 -0.83001 -2.49137
C -3.30109 5.01010 -0.80455
C -0.01734 -5.82547 -0.57907
C 3.70284 -0.44608 -2.33908
C 2.32084 -0.57005 -2.57033
C 4.53603 -1.53044 -2.45955
C 3.34457 0.52930 2.65186
C 3.28998 2.23456 0.94686
C 4.04695 -2.79550 -2.82230
C -3.05840 1.52500 -1.96984
C 2.11693 0.06278 2.22666
C -3.61116 3.72839 -1.15131
C -1.92790 1.72848 1.96238
C 1.13664 -3.67012 -0.12299
C -3.70948 1.70017 5.28767
C 1.81497 -1.84640 -2.92603
C 2.70831 -2.93710 -3.05576
C 5.27749 2.08676 2.48093
C 2.05732 1.75616 0.51651
C -2.19749 0.05095 4.15649
C -1.25166 -2.43381 0.54736
C -0.07522 -1.68134 0.51255
C -2.86265 1.26844 4.11864
C 1.46705 0.66913 1.14889
C -0.04611 -4.39403 -0.12082
C 0.43887 -2.12976 -3.16006
C -2.72578 2.11313 3.02778
C -0.98468 4.60727 -1.40483
C -1.27029 3.26679 -1.73771
C -1.24129 -3.78327 0.23286
C 3.92884 1.61499 2.00449
C -1.96927 5.44209 -0.94541
C -1.25341 0.50926 1.98540
C -2.61893 2.82888 -1.62218
C -1.93042 -1.62887 -3.38622
C -1.39251 -0.32457 3.09326
H 2.04802 -1.76075 0.15700
H -4.12308 1.31813 -1.86691
H 1.66254 -0.77904 2.73553
H 3.85124 0.06008 3.48525
H -4.62962 3.36804 -1.06634
H -2.30975 -0.60006 5.01273
H 3.74894 3.08066 0.45481
H -1.82511 2.38851 1.10862
H -0.87722 -1.27642 3.13069
H 1.56645 2.23061 -0.32445
H 0.19297 -3.12676 -3.52419
H -1.71237 6.46110 -0.68494
H -2.12297 -2.69841 -3.29642
H 4.71798 -3.63640 -2.92016
H -2.85657 -1.26734 -1.49004
H -3.24612 3.06136 3.00647
H -2.15619 -4.35962 0.26322
H 4.08055 0.52904 -2.06420
H 5.59451 -1.40128 -2.27227
H 0.03626 4.94536 -1.51552
H -3.87865 -0.82338 -2.87461
H -2.18836 -1.96372 0.82701
H 2.06993 -4.15583 -0.37858
H -2.04977 -1.33097 -4.42984
H -4.05909 5.68623 -0.43709
H 2.30113 -3.90205 -3.33502

81
Properties=species:S:1:pos:R:3 method="wB97M-V/def2-TZVPD" spin_multiplicity=2 orbital_gap_ev="6.36 / 6.81" total_charge=0
Cr 1.48360 -0.89370 0.72700
P 1.93870 0.98810 -0.62320
P -0.94680 1.55700 -1.37400
F 2.84020 -1.09840 3.54770
F 3.46650 -1.50140 1.39650
F 1.64410 -2.51400 2.26790
F 3.73390 -3.13560 3.02380
O -2.00420 -3.60960 -0.40070
O 1.42830 0.62900 1.95180
O -0.67980 -1.96320 -1.14100
O 0.31350 1.61630 3.61780
N 1.70620 -2.29720 -0.45100
N 3.75100 -5.96670 -2.33860
N -0.63310 -4.92990 -2.37350
N -0.48590 -0.94910 1.38060
C -4.07970 -0.92490 -0.93830
C 0.48350 -4.75910 -2.13910
C 1.87590 0.98000 -5.21430
C -1.80670 2.86650 -2.34760
C -0.22870 2.63460 -0.02880
C 5.93950 0.29960 -0.77430
C 1.85630 -3.29840 -1.03510
C -2.39080 -1.70680 3.27560
C 5.56730 1.61320 1.19770
C -2.40630 0.77800 -0.60120
C -1.00370 3.82320 -2.96690
C 0.47140 0.74980 2.78330
C -1.57570 4.85440 -3.68760
C -1.51290 -0.66600 3.53290
C -0.58430 -0.32670 2.56180
C 1.38390 -0.10330 -4.50460
C -3.75500 3.97880 -3.21510
C 1.29560 2.65250 -0.14520
C -4.08400 0.38720 1.07080
C -2.97000 1.08550 0.62970
C 4.21480 1.66250 0.91300
C -2.97430 -0.22660 -1.38340
C 3.72190 1.07310 -0.24890
C -2.95340 4.93720 -3.80930
C 2.42190 2.05820 -4.53670
C -1.38930 -1.90340 1.10700
C 2.87180 -5.27940 -2.06600
C 1.40520 -0.10300 -3.12210
C 2.46840 2.05740 -3.15280
C 1.78960 -4.44840 -1.76020
C -2.34340 -2.31340 2.03030
C 6.43170 0.93590 0.35420
C -3.18830 2.94210 -2.49310
C -1.31820 -2.49570 -0.26090
C 1.93900 0.98590 -2.44170
C 4.59370 0.36670 -1.07750
C -4.63570 -0.62040 0.29590
B 2.98590 -2.09770 2.65200
H 7.48150 0.87170 0.59750
H 0.07230 3.74530 -2.87810
H -3.02770 -3.09850 1.75430
H -0.95830 5.59940 -4.16460
H -0.48410 2.17990 0.93060
H -5.50560 -1.15990 0.64410
H 5.94020 2.08440 2.09530
H -2.52340 -0.44250 -2.34370
H -4.52630 0.63620 2.02540
H -4.82950 4.03870 -3.31820
H 1.83650 0.98790 -6.29480
H -2.56150 1.87480 1.24320
H 4.20980 -0.14910 -1.94830
H -1.51000 -0.12110 4.46580
H 2.81480 2.89740 -5.09120
H -1.80860 -4.05320 -1.26990
H 0.97350 -0.94680 -5.03590
H 1.73970 2.91850 0.81760
H -3.09450 -2.03150 4.02510
H -3.40170 5.74780 -4.36490
H -0.64750 3.64540 -0.06900
H -4.49460 -1.71100 -1.55260
H 0.99240 -0.92770 -2.55780
H 6.59990 -0.27350 -1.40680
H 1.63780 3.36900 -0.90060
H 2.92740 2.88110 -2.62060
H 3.54210 2.12880 1.61520
H -3.82960 2.19980 -2.03860

88
Properties=species:S:1:pos:R:3 method="wB97M-V/def2-TZVPD" spin_multiplicity=2 orbital_gap_ev="7.22 / 7.46" total_charge=0
Fe -0.84716 0.24406 -0.06475
O 0.77065 0.79779 -1.10462
O 1.30850 -5.92863 -0.35194
O 4.29969 3.90377 0.54883
O 6.11484 2.84711 -5.24273
O 6.04379 4.29470 -0.65086
O 4.56303 1.54953 -5.97949
O 0.68060 0.66068 -3.34656
N 0.56497 -4.91239 1.51755
N -0.85146 -0.12999 1.96287
N -2.68190 -0.74599 0.13467
N -3.05627 1.15400 -2.23733
N -3.57356 -0.89492 -0.86743
N 4.94769 3.81120 -0.47258
N -1.85875 1.36066 -1.65375
N 0.80305 -1.67552 2.95310
N 1.92380 -0.60221 1.14944
N 5.08210 2.22422 -5.11829
N -0.91702 2.07145 0.75011
N -2.65937 1.45293 2.22507
N -0.44988 -1.56060 -0.84394
C -1.74771 4.70432 0.95918
C -3.24937 2.03221 -3.22062
C 1.20694 0.99530 -2.29640
C -0.08579 -2.61223 -0.10854
C -0.47388 4.40377 0.47805
C -2.14414 2.85904 -3.30420
C -2.81626 -1.83470 0.91266
C 0.76068 -4.98247 0.17863
C -2.53453 3.68714 1.43980
C 4.10457 -1.37824 0.51915
C -0.19161 -2.90504 -2.79640
C 3.19314 1.65080 -3.64708
C 0.23061 -3.97570 -2.03405
C 4.34951 3.04964 -1.58795
C -3.37139 -1.09542 5.74814
C -3.39052 -0.25522 4.64231
C -2.30136 -1.96310 5.97869
C 3.02205 -0.52666 0.39633
C 2.92789 -2.46260 2.27898
C 4.40299 2.29447 -3.80527
C -1.98695 0.40475 2.55177
C -0.29337 -1.02070 2.88317
C 2.55251 1.70108 -2.41178
C -2.32078 -0.34468 3.77130
C -3.79703 -2.67884 0.42537
C -2.05184 2.37487 1.41267
C -1.22006 -2.02029 5.10790
C 4.04726 -2.38169 1.47868
C -0.52122 -1.71467 -2.17013
C 5.01320 3.01451 -2.79487
C -0.12570 3.08213 0.36192
C 1.89049 -1.54438 2.08882
C 0.27522 -3.82670 -0.65156
C -1.26577 -1.20261 3.99457
C -4.24921 -2.03465 -0.71200
C 3.14612 2.40109 -1.37382
C -1.30738 2.39142 -2.30707
B -4.18245 0.24318 -1.72144
H 4.86105 -3.08525 1.59709
H -2.21162 -1.98737 1.78342
H 5.95528 3.51804 -2.94385
H 2.73510 1.12121 -4.46886
H -0.32862 2.75239 -2.06348
H -4.72811 -0.27185 -2.66576
H 0.53192 -4.91905 -2.46875
H 3.01927 0.24432 -0.35956
H -0.37214 -2.66801 5.28465
H 0.11927 -4.13968 1.97939
H -5.03700 -2.27847 -1.40386
H 2.81717 -3.21112 3.04975
H -2.09569 5.72834 0.99662
H -0.26217 -2.96095 -3.87284
H -3.48958 3.85831 1.91307
H -4.94978 0.87926 -1.03370
H 0.81490 2.77666 -0.05696
H -2.31541 -2.59568 6.85674
H 0.21545 5.17025 0.15591
H -0.84731 -0.85982 -2.74364
H -4.12908 -3.61389 0.83899
H -4.20077 0.43734 4.46082
H 2.70271 2.43961 -0.39268
H 4.96387 -1.25728 -0.12568
H -4.17030 2.01213 -3.77841
H -4.19448 -1.07427 6.45042
H -0.04975 -2.45852 0.95445
H 0.91009 -5.67491 2.07443
H -1.96639 3.66727 -3.98999

75
Properties=species:S:1:pos:R:3 method="wB97M-V/def2-TZVPD" spin_multiplicity=2 orbital_gap_ev="6.12 / 6.33" total_charge=+2
W 0.11134 0.85855 -0.84214
Br 2.75723 0.86527 -1.08015
Ge 0.42292 -1.80601 -1.36140
S 0.30326 3.03471 -1.91615
N -1.41491 4.04356 -0.16621
N -4.04164 -0.31072 -0.84298
N 0.79240 4.62368 0.16165
N -5.66514 -1.17054 0.82402
N -1.78732 0.56328 -0.77990
C 0.61340 0.47115 1.09515
C -1.01488 -2.62955 -0.32678
C 4.46498 -2.87042 -1.81361
C 2.51399 -3.20445 0.13827
C -3.10878 -3.87353 1.02830
C -2.13002 -3.09399 -1.02624
C 4.76381 -3.54900 -0.63685
C -0.60838 -2.35129 -5.46277
C -0.03207 -1.59139 -3.25228
C -2.90302 0.09643 -0.75950
C -0.13855 3.97250 -0.50958
C 1.94463 0.13288 1.53267
C 2.18673 -0.29823 2.86057
C -0.40401 0.41801 2.06008
C 2.21174 -2.50833 -1.02999
C -4.89512 -0.77342 0.06791
C 3.48764 -0.70394 3.24758
C -3.40616 4.78359 2.85740
C -3.16978 -3.71954 -0.34855
C -3.10869 6.12456 3.06259
C -1.97010 4.76684 0.94501
C 3.19196 -2.35575 -2.01098
C -2.00115 -3.41206 1.73023
C -2.25771 6.79024 2.19268
C -0.27137 -2.63238 -4.14587
C -0.15850 0.06931 3.38798
C -1.69180 6.11689 1.11982
C -0.46790 0.00975 -5.02507
C 1.10814 -0.30119 3.77470
C -2.83441 4.09747 1.79884
C 4.52636 -0.68028 2.35964
C -0.13301 -0.28353 -3.71025
C 3.06334 0.16808 0.68870
C 4.31760 -0.22324 1.04529
C 3.78644 -3.72256 0.33356
C -0.70744 -1.03729 -5.90209
C -0.95928 -2.79453 1.05669
H 5.21534 -2.76181 -2.58590
H -0.19325 -3.66099 -3.81512
H 2.96081 -1.85111 -2.94318
H 0.55541 5.19503 0.96161
H 1.75367 4.55599 -0.13108
H -0.79205 -3.16671 -6.14976
H -1.94806 -3.54379 2.80333
H -0.97312 0.05806 4.09896
H -2.18958 -2.97766 -2.10217
H 0.10181 0.58363 -3.06974
H -0.53660 1.03581 -5.36182
H -0.96743 -0.83158 -6.93146
H -4.08923 4.27212 3.52145
H 3.64686 -1.03425 4.26629
H -1.42716 0.63152 1.77876
H -3.55574 6.65618 3.89105
H 1.29873 -0.60783 4.79634
H -2.05180 7.84258 2.33137
H 1.75088 -3.36912 0.89021
H -3.06630 3.05251 1.62802
H -1.09168 6.64990 0.39196
H -0.09985 -2.44226 1.61766
H 4.00966 -4.27590 1.23658
H 5.13525 -0.19227 0.33741
H -3.92524 -4.35045 1.55302
H -4.02901 -4.08105 -0.89804
H 5.75319 -3.96219 -0.49061
H 5.51605 -0.99879 2.65528
H -2.04830 3.46483 -0.70044

77
Properties=species:S:1:pos:R:3 method="wB97M-V/def2-TZVPD" orbital_gap_ev=7.60 total_charge=+1
Pb -0.12734 0.26424 -0.08133
Br -1.36805 2.59785 1.93290
Se 4.02437 0.71308 -0.58634
Se 2.61752 2.14867 0.56224
O -0.17243 -1.56048 -1.20183
O -1.30540 -3.34226 -1.89651
N 1.59186 0.37116 -1.97065
N -2.10459 -3.13773 2.68138
N -1.44442 -1.06812 1.52653
N -1.01536 5.27291 -5.58863
N 1.64844 -0.13109 1.81722
C -5.32871 1.98136 2.73458
C -3.20995 2.17570 1.62378
C 2.28004 -0.98724 3.95126
C -4.68424 0.40374 1.01522
C -3.56612 1.20044 0.65378
C -2.43793 1.89126 -1.61311
C 2.76575 -0.20191 -4.42039
C 2.91017 0.32908 -2.11080
C 2.40085 0.94309 2.04798
C -1.74137 3.66246 -3.69705
C 3.08169 1.14705 3.23558
C -0.28428 -2.83430 -1.47733
C 3.22065 -5.21304 -0.80040
C -2.35986 2.45061 -3.98430
C -1.34433 4.55351 -4.75611
C 3.55152 0.03694 -3.30629
C -4.84462 -0.88193 0.42845
C 3.16053 -3.92151 -0.29229
C -2.69152 1.58592 -2.95990
C -1.74336 -2.03751 2.08577
C 1.61098 -1.09106 2.74354
C -2.64657 -4.25344 1.89824
C 3.00671 0.16419 4.21220
C -5.58219 0.84750 2.01810
C 0.84595 0.15840 -3.06042
C 1.38467 -0.12039 -4.30215
C -1.89004 3.14807 -1.34914
C -4.06549 2.59139 2.60249
C -2.91200 0.88152 -0.60287
C -3.03599 -0.41409 -1.05080
C 0.95471 -3.65255 -1.23190
C 1.02066 -4.94570 -1.73691
C -2.00599 -3.28166 4.13217
C -3.93769 -1.33619 -0.47880
C 2.03172 -3.14481 -0.50950
C -1.52425 4.01006 -2.37085
C 2.15181 -5.72050 -1.52779
H -2.58382 2.18613 -5.00877
H 2.20082 -6.72210 -1.93473
H -0.23005 0.21332 -2.92255
H -1.08070 4.96802 -2.13462
H -2.09543 -5.16162 2.13949
H 2.23433 -1.79929 4.66341
H 3.22385 -0.43579 -5.37230
H 1.02374 -1.96690 2.49660
H 4.63161 0.00695 -3.35309
H 1.98637 -2.13485 -0.11993
H 3.52882 0.28693 5.15182
H -2.54320 -4.04205 0.83597
H 3.99471 -3.51673 0.26779
H -3.74723 3.33414 3.32091
H -2.99801 -3.41036 4.56579
H -6.46237 0.25083 2.22335
H -1.40262 -4.15780 4.37073
H -3.97092 -2.34994 -0.85526
H -1.54106 -2.39841 4.56266
H 0.74013 -0.26419 -5.15730
H 3.66529 2.04565 3.37627
H -2.46338 -0.74074 -1.91138
H -3.18567 0.65933 -3.21422
H -3.69982 -4.40110 2.13889
H 0.18027 -5.33237 -2.29799
H -6.02111 2.33422 3.48601
H 4.09982 -5.82090 -0.62957
H -1.74028 3.49927 -0.34832
H -5.67276 -1.49718 0.75930